1.
ORCA calculation (the ωB97M-V functional and the def2-TZVPD basis) on 3 unconnected molecules or ions with the total composition C5H15NO2 at a distorted geometry.

Structure (XYZ):
```
23
Properties=species:S:1:pos:R:3:lowdin_charge:R:1
C 1.35 -0.51 -3.12 -0.11
C 0.55 0.24 -2.03 -0.27
C -0.04 -0.66 -1.00 -0.15
C 0.34 -0.63 0.28 -0.22
N -0.12 -1.43 1.29 -0.08
C -0.22 -0.92 2.65 -0.10
H 0.94 -1.49 -3.35 0.06
H 2.39 -0.61 -2.80 0.07
H 1.44 0.09 -4.03 0.06
H 1.25 0.92 -1.54 0.10
H -0.21 0.86 -2.51 0.10
H -0.84 -1.34 -1.24 0.10
H 1.03 0.17 0.47 0.11
H -0.65 -2.24 1.04 0.12
H 0.68 -0.34 2.83 0.08
H -1.06 -0.23 2.77 0.06
H -0.40 -1.76 3.32 0.08
O -2.21 0.99 1.04 -0.06
H -3.03 1.15 0.55 0.06
H -1.74 0.38 0.45 0.02
O 0.52 2.40 1.43 -0.07
H 0.38 2.91 2.24 0.04
H -0.36 2.03 1.27 0.00
```

* Kohn-Sham gap: 0.310 hartree
* total charge: 0
* calculated total energy: -404.70921 Ha
* M: 121.18 g/mol
* HOMO energy: -0.2845 Ha
* energy above the lowest of the compared OMol25 structures with the same formula, charge and spin: 1.2478 eV
* SMILES: CC/C=C/NC.O.O

***

2.
ORCA calculation (the ωB97M-V functional and the def2-TZVPD basis) on 2 unconnected molecules or ions with the total composition C5H15NO2 at a distorted geometry.

Structure (XYZ):
```
23
Properties=species:S:1:pos:R:3:lowdin_charge:R:1
C 2.03 -0.41 1.81 -0.10
C 0.52 -0.66 1.92 -0.26
N 0.01 -1.51 0.83 -0.08
C -0.85 -0.92 -0.13 -0.20
C -0.12 -0.03 -1.15 -0.44
C 0.50 -0.82 -2.30 -0.05
O -1.06 0.94 -1.58 -0.06
H 2.43 -0.90 0.91 0.06
H 2.41 0.60 1.86 0.06
H 2.54 -1.10 2.51 0.06
H 0.07 0.33 1.92 0.10
H 0.18 -1.19 2.81 0.11
H -0.19 -2.46 1.11 0.11
H -1.60 -0.24 0.30 0.12
H -1.40 -1.69 -0.68 0.13
H 0.77 0.46 -0.72 0.14
H 1.11 -1.65 -1.96 0.08
H 1.09 -0.20 -2.97 0.08
H -0.31 -1.20 -2.94 0.08
H -1.08 1.15 -2.52 0.11
O -0.92 2.84 0.68 -0.07
H -1.81 3.09 0.94 0.03
H -0.93 2.25 -0.09 -0.01
```

* Kohn-Sham gap: 0.342 hartree
* total charge: 0
* calculated total energy: -404.70716 Ha
* M: 121.18 g/mol
* HOMO energy: -0.3108 Ha
* energy above the lowest of the compared OMol25 structures with the same formula, charge and spin: 1.3036 eV
* SMILES: CCNC[C@@H](C)O.O

***

3.
ORCA calculation (the ωB97M-V functional and the def2-TZVPD basis) on 3 unconnected molecules or ions with the total composition C5H15NO2 at a distorted geometry.

Structure (XYZ):
```
23
Properties=species:S:1:pos:R:3:lowdin_charge:R:1
C -1.63 1.98 -1.05 -0.10
C -1.13 2.19 0.39 -0.26
C -0.61 0.94 1.08 -0.23
C 0.88 0.64 0.90 -0.12
C 1.52 -0.15 1.76 -0.24
N 2.83 -0.62 1.65 0.03
H -0.98 2.46 -1.78 0.06
H -2.66 2.23 -1.29 0.06
H -1.55 0.92 -1.31 0.06
H -0.39 2.99 0.38 0.10
H -1.93 2.60 1.00 0.09
H -0.90 0.86 2.12 0.10
H -1.07 0.08 0.60 0.10
H 1.37 1.10 0.05 0.10
H 0.96 -0.56 2.59 0.11
H 3.34 -0.75 2.50 0.08
H 3.34 -0.19 0.89 0.08
O -3.11 -1.97 -2.73 -0.06
H -4.00 -1.83 -3.05 0.03
H -2.75 -2.65 -3.31 0.03
O 2.96 -3.44 -0.83 -0.07
H 3.13 -2.78 -0.15 0.01
H 2.35 -4.07 -0.42 0.03
```

* Kohn-Sham gap: 0.326 hartree
* total charge: 0
* calculated total energy: -404.70308 Ha
* M: 121.18 g/mol
* HOMO energy: -0.2938 Ha
* energy above the lowest of the compared OMol25 structures with the same formula, charge and spin: 1.4144 eV
* SMILES: CCC/C=C/N.O.O

***

4.
ORCA calculation (the ωB97M-V functional and the def2-TZVPD basis) on 3 unconnected molecules or ions with the total composition C5H15NO2 at a distorted geometry.

Structure (XYZ):
```
23
Properties=species:S:1:pos:R:3:lowdin_charge:R:1
C -0.82 1.42 -2.29 -0.12
C -0.66 1.31 -0.83 -0.19
C -0.69 0.17 -0.15 -0.14
C -0.45 0.06 1.33 -0.20
C 1.02 -0.30 1.61 -0.28
N 1.23 -1.74 1.56 0.00
H -1.64 2.12 -2.56 0.08
H -1.10 0.47 -2.74 0.08
H -0.10 1.93 -2.94 0.07
H -0.62 2.18 -0.17 0.11
H -0.69 -0.75 -0.74 0.11
H -0.59 1.09 1.69 0.11
H -1.16 -0.54 1.89 0.09
H 1.41 0.17 2.52 0.11
H 1.66 0.14 0.85 0.09
H 2.12 -1.97 1.16 0.06
H 1.06 -2.24 2.42 0.06
O -2.88 -2.06 1.11 -0.06
H -1.92 -2.11 1.02 0.01
H -3.16 -2.26 0.20 0.04
O 2.93 1.26 -1.52 -0.06
H 2.01 1.11 -1.27 0.00
H 3.03 0.52 -2.14 0.04
```

* Kohn-Sham gap: 0.364 hartree
* total charge: 0
* calculated total energy: -404.69575 Ha
* M: 121.18 g/mol
* HOMO energy: -0.3352 Ha
* energy above the lowest of the compared OMol25 structures with the same formula, charge and spin: 1.6141 eV
* SMILES: C/C=C/CCN.O.O

***

5.
ORCA calculation (the ωB97M-V functional and the def2-TZVPD basis) on a molecular structure, C5H15NO2 at a distorted geometry.

Structure (XYZ):
```
23
Properties=species:S:1:pos:R:3:lowdin_charge:R:1
C -1.40 -0.74 0.60 -0.22
C -1.05 2.23 0.25 -0.23
C -2.28 -1.05 -0.57 -0.09
C -0.36 -1.56 0.98 -0.10
O -0.56 1.09 -0.40 -0.32
H -1.84 -0.08 1.35 0.11
H -2.14 2.31 0.11 0.07
H -0.59 3.15 -0.15 0.07
H -0.86 2.21 1.34 0.07
H -2.63 -0.13 -1.04 0.07
H -3.15 -1.61 -0.23 0.08
H -1.75 -1.63 -1.31 0.08
H -0.21 -2.48 0.43 0.07
H -0.08 -1.60 2.03 0.06
H 0.98 -0.74 0.46 0.11
C 2.46 -0.46 -1.13 -0.06
N 1.68 0.06 -0.02 -0.18
O 2.53 0.55 1.02 -0.04
H 2.66 1.49 0.82 0.10
H 0.65 0.78 -0.29 0.09
H 3.03 0.34 -1.61 0.09
H 3.15 -1.24 -0.80 0.09
H 1.76 -0.88 -1.85 0.09
```

* Kohn-Sham gap: 0.327 hartree
* total charge: 0
* calculated total energy: -404.56826 Ha
* M: 121.18 g/mol
* HOMO energy: -0.2985 Ha
* energy above the lowest of the compared OMol25 structures with the same formula, charge and spin: 5.0831 eV

***

6.
ORCA calculation (the ωB97M-V functional and the def2-TZVPD basis) on 3 unconnected molecules or ions with the total composition C5H15NO2 at a distorted geometry.

Structure (XYZ):
```
23
Properties=species:S:1:pos:R:3:lowdin_charge:R:1
C -0.44 2.11 -2.08 -0.12
C 0.23 0.85 -1.56 -0.17
C -0.04 0.42 -0.32 -0.12
C 0.59 -0.88 0.14 -0.20
C -0.23 -1.37 1.33 -0.29
N 0.00 -0.74 2.67 -0.01
H -0.74 1.99 -3.10 0.05
H 0.25 2.97 -1.98 0.08
H -1.23 2.49 -1.42 0.08
H 1.09 0.58 -2.19 0.12
H -0.84 0.74 0.30 0.10
H 0.65 -1.71 -0.58 0.12
H 1.60 -0.81 0.58 0.10
H -0.03 -2.44 1.46 0.10
H -1.28 -1.43 1.04 0.11
H -0.83 -0.32 3.07 0.08
H 0.48 -1.47 3.20 0.09
O 2.49 0.41 2.80 -0.10
H 1.54 0.33 3.05 0.00
H 2.52 0.28 1.85 -0.01
O -1.92 -1.00 -2.96 -0.05
H -2.31 -0.86 -2.09 0.03
H -1.55 -0.15 -3.22 0.01
```

* Kohn-Sham gap: 0.375 hartree
* total charge: 0
* calculated total energy: -404.67838 Ha
* M: 121.18 g/mol
* HOMO energy: -0.3479 Ha
* energy above the lowest of the compared OMol25 structures with the same formula, charge and spin: 2.0867 eV
* SMILES: C/C=C/CCN.O.O

***

Please write out number 5 again, unchanged.
ORCA calculation (the ωB97M-V functional and the def2-TZVPD basis) on a molecular structure, C5H15NO2 at a distorted geometry.

Structure (XYZ):
```
23
Properties=species:S:1:pos:R:3:lowdin_charge:R:1
C -1.40 -0.74 0.60 -0.22
C -1.05 2.23 0.25 -0.23
C -2.28 -1.05 -0.57 -0.09
C -0.36 -1.56 0.98 -0.10
O -0.56 1.09 -0.40 -0.32
H -1.84 -0.08 1.35 0.11
H -2.14 2.31 0.11 0.07
H -0.59 3.15 -0.15 0.07
H -0.86 2.21 1.34 0.07
H -2.63 -0.13 -1.04 0.07
H -3.15 -1.61 -0.23 0.08
H -1.75 -1.63 -1.31 0.08
H -0.21 -2.48 0.43 0.07
H -0.08 -1.60 2.03 0.06
H 0.98 -0.74 0.46 0.11
C 2.46 -0.46 -1.13 -0.06
N 1.68 0.06 -0.02 -0.18
O 2.53 0.55 1.02 -0.04
H 2.66 1.49 0.82 0.10
H 0.65 0.78 -0.29 0.09
H 3.03 0.34 -1.61 0.09
H 3.15 -1.24 -0.80 0.09
H 1.76 -0.88 -1.85 0.09
```

* Kohn-Sham gap: 0.327 hartree
* total charge: 0
* calculated total energy: -404.56826 Ha
* M: 121.18 g/mol
* HOMO energy: -0.2985 Ha
* energy above the lowest of the compared OMol25 structures with the same formula, charge and spin: 5.0831 eV

***

Q: Number 2 is which compound?
A: C5H15NO2

***

Q: Among the records above, which one has the highest calculated total energy?
A: number 5